{"formula": "C4H16N2O", "method": "ωB97M-V with the def2-TZVPD basis set", "charge": 1, "lumo_energy_ev": [-2.83, -2.95], "max_force_ev_per_a": 3.5, "multiplicity": 2, "orbital_gap_ev": [6.55, 11.30], "energy_ev": -9425.638, "species": ["O", "N", "N", "C", "C", "C", "C", "H", "H", "H", "H", "H", "H", "H", "H", "H", "H", "H", "H", "H", "H", "H", "H"], "coordinates": [[-4.3297, 0.1202, 0.7654], [2.4486, 0.9691, -1.6569], [-1.6599, -0.8942, -0.0488], [0.8587, -0.9439, -0.4000], [1.4819, 1.1579, 1.0413], [-0.2817, -1.3718, 0.5752], [0.8984, 0.5799, -0.2665], [0.9254, 1.2501, 1.9850], [-4.3296, 0.4372, 1.6757], [1.9972, 2.1050, 0.7964], [0.5732, -1.5201, -1.2834], [-1.2351, -0.2542, -0.6876], [1.6785, -1.6365, -0.0382], [2.6276, 1.9769, -1.6632], [-2.2695, -0.4562, 0.6271], [2.2034, 0.3227, 1.2289], [2.4184, 0.6693, -2.6302], [-0.3021, -2.4078, 0.8787], [-4.8229, 0.7292, 0.2089], [-2.0226, -1.7344, -0.4701], [3.3792, 0.6904, -1.3368], [0.0659, 1.0585, -0.8292], [-0.3031, -0.8472, 1.5284]], "forces_ev_per_a": [[0.70, -0.42, 0.06], [2.46, 0.93, -1.01], [2.63, -1.99, 1.06], [-1.05, -1.45, 2.50], [0.79, -1.54, -1.47], [-0.69, 0.79, 0.95], [-1.95, -0.80, 0.74], [-0.44, 0.12, -0.58], [-0.43, 0.25, -0.20], [-0.13, -0.45, 0.47], [0.12, 1.04, -0.94], [-0.67, 1.02, -0.99], [0.01, 1.59, -0.19], [-0.68, 0.01, -0.31], [-0.71, 0.13, -0.15], [0.17, 1.16, 0.41], [-0.09, 0.12, -0.05], [-0.42, -0.58, -0.58], [-0.11, 0.18, 0.27], [-0.85, 0.17, -0.45], [-0.16, -0.63, 0.09], [0.86, 0.14, 0.44], [0.65, 0.24, -0.07]]}